Record 1
Molecular formula: C34H67BrN4O3P
Method: DFT, ωB97M-V with the def2-TZVPD basis set

Atoms and positions in Å:
C  0.114  -1.946  4.319
C  0.318  -1.663  2.681
C  1.046  -0.226  2.427
C  1.030  0.342  0.885
P  2.323  -0.404  -0.305
N  3.034  -1.504  0.941
C  3.647  0.918  0.022
C  3.762  1.716  1.398
C  4.413  1.293  2.844
C  4.527  2.219  4.188
C  3.966  3.779  4.172
C  3.353  4.293  2.740
C  3.240  3.312  1.390
C  1.287  -1.907  -0.838
C  -0.257  -2.085  -0.652
C  -1.527  -1.131  -1.183
C  -3.115  -1.436  -0.986
C  -3.628  -2.797  -0.237
C  -2.450  -3.813  0.276
C  -0.819  -3.489  0.077
C  0.120  -4.713  0.637
C  1.638  0.506  -1.872
Br  3.064  0.420  -3.345
C  1.049  1.987  -1.625
C  1.278  2.883  -3.019
H  -0.991  -1.767  4.664
H  0.365  -3.105  4.464
H  0.912  -1.279  4.853
H  1.039  -2.504  2.313
H  -0.749  -1.672  2.208
H  2.078  -0.185  2.972
H  0.369  0.556  3.031
H  -0.085  0.314  0.543
H  1.138  1.524  1.061
H  3.328  -0.977  -1.222
H  3.714  -2.145  0.428
H  3.615  -1.015  1.629
H  3.689  1.747  -0.840
H  4.707  0.373  -0.110
H  4.858  0.189  2.936
H  4.990  1.811  5.199
H  3.978  4.515  5.086
H  2.973  5.423  2.670
H  2.803  3.852  0.452
H  1.515  -2.072  -2.006
H  1.837  -2.873  -0.390
H  -1.272  -0.128  -1.741
H  -3.960  -0.704  -1.396
H  -4.782  -3.019  -0.131
H  -2.827  -4.823  0.790
H  0.626  -4.533  1.673
H  -0.513  -5.719  0.758
H  0.899  -4.957  -0.228
H  0.761  -0.101  -2.409
H  -0.127  1.991  -1.438
H  1.517  2.624  -0.773
H  0.589  3.844  -2.892
H  2.383  3.271  -3.134
H  0.865  2.305  -3.949
C  -3.491  0.195  -4.928
C  -4.254  0.903  -3.810
C  -5.206  2.012  -4.317
O  -4.548  3.221  -4.706
C  -3.986  3.189  -6.009
N  -3.290  1.428  -2.832
H  -2.658  0.789  -5.313
H  -3.065  -0.745  -4.560
H  -4.155  -0.048  -5.764
H  -4.870  0.146  -3.311
H  -5.867  2.291  -3.488
H  -5.856  1.648  -5.121
H  -4.587  2.596  -6.705
H  -2.965  2.810  -5.965
H  -3.937  4.216  -6.383
H  -3.806  1.813  -2.040
H  -2.846  2.249  -3.253
C  1.972  1.872  8.492
C  1.669  2.902  7.406
C  1.939  4.361  7.843
O  0.946  4.909  8.714
C  1.090  4.535  10.076
N  0.281  2.725  6.953
H  1.196  1.828  9.261
H  2.042  0.870  8.056
H  2.928  2.087  8.982
H  2.335  2.685  6.562
H  1.922  4.989  6.945
H  2.940  4.472  8.278
H  2.139  4.436  10.369
H  0.549  3.608  10.267
H  0.631  5.315  10.692
H  0.114  3.348  6.163
H  -0.328  3.099  7.687
C  -0.976  -5.851  -6.442
C  -1.739  -5.143  -5.324
C  -2.691  -4.034  -5.831
O  -2.034  -2.825  -6.220
C  -1.471  -2.857  -7.523
N  -0.775  -4.618  -4.346
H  -0.143  -5.257  -6.828
H  -0.550  -6.791  -6.074
H  -1.640  -6.094  -7.279
H  -2.355  -5.900  -4.826
H  -3.352  -3.755  -5.002
H  -3.341  -4.397  -6.635
H  -2.072  -3.449  -8.219
H  -0.450  -3.236  -7.479
H  -1.423  -1.829  -7.897
H  -1.291  -4.232  -3.554
H  -0.331  -3.797  -4.767

Forces on atoms 1 to 6 (eV/Å):
0.6 -0.6 -1.2
0.3 0.2 1.0
-1.6 0.6 0.9
-1.4 1.9 2.2
0.6 -1.5 -0.6
1.6 -0.8 0.5

Net charge: -1
HOMO level: -4.3 eV
Gap between HOMO and LUMO: 6.67 eV
Multiplicity: 1
Energy relative to the best compared isomer or geometry (same formula, charge and spin): 10.1204 eV

Mulliken population analysis, charges in e, atoms 1 to 4: -0.956, 0.606, -0.941, -0.879


Record 2
Molecular formula: C34H68F3N3O37S5
Method: DFT, ωB97M-V with the def2-TZVPD basis set

Atoms and positions in Å:
N  3.793  -4.030  -4.268
H  4.420  -3.421  -4.774
H  4.106  -4.984  -4.384
H  2.933  -3.889  -4.778
H  3.915  -3.683  -3.328
N  4.472  -6.114  1.824
H  5.422  -6.311  2.107
H  4.236  -6.751  1.076
H  4.340  -5.236  1.344
H  3.975  -6.366  2.666
N  -0.813  -5.699  -0.190
H  -0.183  -6.363  -0.616
H  -0.327  -4.830  -0.019
H  -1.022  -6.072  0.725
H  -1.563  -5.596  -0.859
C  1.024  -0.614  -0.484
O  -0.277  -1.212  -0.557
O  1.916  -1.716  -0.264
C  1.403  0.248  -1.752
F  0.822  -0.111  -2.834
F  0.968  1.465  -1.580
F  2.679  0.357  -2.080
C  -1.335  -0.254  -0.372
C  -2.647  -1.116  -0.311
H  -2.785  -1.774  -1.168
H  -2.833  -1.931  0.389
H  -3.471  -0.429  -0.118
H  -1.486  0.428  -1.208
H  -1.221  0.398  0.494
H  1.058  0.023  0.400
C  -6.106  -1.224  -6.333
C  -5.202  -2.364  -6.944
C  -4.092  -1.803  -7.901
O  -2.957  -2.427  -7.281
C  -3.257  -3.100  -6.218
O  -2.401  -3.729  -5.497
O  -4.511  -3.045  -5.913
H  -5.619  -0.447  -5.743
H  -6.787  -1.666  -5.606
H  -6.623  -0.789  -7.189
H  -5.865  -2.946  -7.583
H  -3.983  -0.718  -7.901
H  -4.255  -2.266  -8.874
C  -10.754  -8.496  -0.287
C  -9.531  -7.737  -0.862
C  -9.212  -6.488  -0.196
O  -7.912  -6.617  0.131
C  -7.426  -7.762  -0.190
O  -6.236  -8.045  -0.069
O  -8.419  -8.585  -0.608
H  -10.957  -9.476  -0.719
H  -11.627  -7.887  -0.520
H  -10.756  -8.512  0.803
H  -9.684  -7.529  -1.921
H  -9.780  -6.377  0.727
H  -9.264  -5.631  -0.868
C  -3.754  5.074  10.591
C  -2.724  4.635  9.487
C  -2.452  3.146  9.506
O  -2.380  2.818  8.188
C  -2.628  3.874  7.443
O  -2.541  3.858  6.261
O  -3.197  4.813  8.195
H  -3.390  4.773  11.573
H  -4.696  4.543  10.456
H  -4.050  6.123  10.624
H  -1.802  5.189  9.661
H  -3.196  2.516  9.995
H  -1.494  3.143  10.026
C  11.845  0.274  -8.486
C  10.744  0.665  -7.463
C  9.796  1.833  -7.964
O  8.500  1.385  -7.645
C  8.568  0.107  -7.238
O  7.661  -0.514  -6.732
O  9.793  -0.387  -7.426
H  12.633  -0.197  -7.900
H  12.075  1.171  -9.062
H  11.334  -0.320  -9.244
H  11.012  0.807  -6.416
H  9.813  2.073  -9.027
H  10.010  2.730  -7.382
C  4.777  6.595  1.587
C  4.685  5.473  2.622
C  5.789  5.355  3.655
O  5.131  5.240  4.902
C  3.795  5.512  4.689
O  2.916  5.550  5.539
O  3.544  5.837  3.393
H  4.888  7.495  2.191
H  3.907  6.530  0.934
H  5.651  6.346  0.986
H  4.573  4.486  2.173
H  6.269  6.334  3.629
H  6.573  4.609  3.528
C  -6.514  -1.605  5.791
C  -5.301  -2.459  6.173
O  -5.189  -2.360  7.525
S  -6.673  -2.190  8.218
O  -6.654  -1.040  9.185
O  -7.204  -3.423  8.826
O  -7.410  -1.720  6.807
H  -6.859  -1.941  4.813
H  -6.333  -0.531  5.779
H  -4.375  -2.250  5.637
H  -5.640  -3.493  6.103
C  3.746  5.810  -5.462
C  2.445  6.527  -5.849
O  2.799  7.386  -6.925
S  4.474  7.602  -7.165
O  4.914  9.029  -7.081
O  4.916  6.823  -8.317
O  4.848  6.733  -5.763
H  3.755  4.851  -5.980
H  3.848  5.607  -4.396
H  1.928  7.048  -5.043
H  1.693  5.802  -6.159
C  2.459  -2.298  7.603
C  2.078  -1.496  6.357
O  3.215  -1.587  5.484
S  4.570  -1.990  6.282
O  5.488  -0.869  6.261
O  5.011  -3.343  5.875
O  3.857  -2.099  7.795
H  2.272  -3.364  7.470
H  2.062  -2.108  8.600
H  1.944  -0.428  6.528
H  1.278  -1.889  5.729
C  -10.357  4.425  -1.647
C  -9.228  3.532  -2.231
O  -9.753  2.210  -2.120
S  -10.298  2.102  -0.592
O  -9.174  2.322  0.332
O  -11.185  0.949  -0.364
O  -11.148  3.477  -0.873
H  -10.977  4.749  -2.483
H  -9.982  5.239  -1.026
H  -8.313  3.669  -1.655
H  -9.067  3.791  -3.278
C  8.750  -0.541  -0.677
C  8.164  0.396  0.358
O  8.840  1.707  0.190
S  9.724  1.824  -1.194
O  11.038  2.456  -1.074
O  8.779  2.133  -2.328
O  9.855  0.151  -1.190
H  8.054  -0.696  -1.501
H  9.086  -1.537  -0.391
H  8.368  0.059  1.374
H  7.096  0.608  0.298

Forces on atoms 1 to 6 (eV/Å):
1.0 0.5 -1.0
0.9 0.2 -0.7
0.2 -0.4 0.1
-1.1 0.1 0.6
-1.1 0.1 0.8
0.4 -1.2 -0.6

Net charge: +2
HOMO level: -10.7 eV
Gap between HOMO and LUMO: 3.75 eV
Multiplicity: 1
Energy relative to the best compared isomer or geometry (same formula, charge and spin): 8.0424 eV

Mulliken population analysis, charges in e, atoms 1 to 4: -0.499, 0.364, 0.384, 0.378


Record 3
Molecular formula: C34H68O19S3
Method: DFT, ωB97M-V with the def2-TZVPD basis set

Atoms and positions in Å:
C  -2.191  4.866  -3.516
C  -0.801  4.627  -4.036
C  -0.125  3.852  -2.952
O  -1.203  3.604  -1.990
C  -2.135  4.672  -2.039
H  -2.991  4.264  -3.948
H  -2.579  5.884  -3.539
H  -0.352  5.529  -4.453
H  -0.914  3.933  -4.868
H  0.505  4.590  -2.455
H  0.437  2.953  -3.203
H  -1.727  5.532  -1.508
H  -3.062  4.374  -1.549
C  -2.592  -3.646  3.293
C  -3.732  -2.845  2.647
C  -4.722  -2.415  3.768
O  -3.990  -2.535  4.962
C  -2.909  -3.471  4.808
H  -1.656  -3.215  2.937
H  -2.667  -4.729  3.202
H  -4.249  -3.479  1.928
H  -3.277  -1.951  2.220
H  -5.614  -3.037  3.840
H  -5.019  -1.370  3.684
H  -3.356  -4.368  5.235
H  -2.057  -3.138  5.401
C  0.586  -4.826  0.973
C  1.762  -5.121  0.066
C  0.973  -5.885  -1.008
O  -0.166  -4.974  -1.216
C  -0.598  -4.473  0.078
H  0.880  -4.130  1.758
H  0.395  -5.661  1.647
H  2.604  -5.596  0.571
H  2.182  -4.294  -0.506
H  0.864  -6.858  -0.530
H  1.613  -5.796  -1.886
H  -1.445  -5.022  0.490
H  -0.851  -3.413  0.063
C  5.464  1.866  -2.538
C  5.089  0.545  -2.037
C  3.871  0.782  -1.151
O  3.659  2.224  -0.988
C  4.877  2.855  -1.520
H  5.216  2.109  -3.571
H  6.545  1.923  -2.668
H  5.972  0.176  -1.515
H  4.790  -0.012  -2.925
H  4.071  0.254  -0.219
H  2.967  0.435  -1.651
H  5.553  3.015  -0.679
H  4.741  3.866  -1.905
C  -2.867  -1.749  -3.984
C  -2.987  -1.306  -5.402
C  -3.011  -2.700  -6.000
O  -2.745  -3.696  -5.035
C  -2.128  -3.074  -3.988
H  -3.835  -1.592  -3.507
H  -2.139  -1.173  -3.413
H  -2.048  -0.839  -5.697
H  -3.812  -0.649  -5.676
H  -2.226  -2.816  -6.748
H  -3.924  -3.085  -6.454
H  -1.050  -2.933  -4.079
H  -2.307  -3.455  -2.983
C  2.104  -0.254  4.521
C  1.505  0.811  5.330
C  1.659  2.029  4.373
O  2.797  1.788  3.528
C  3.007  0.414  3.462
H  1.228  -0.724  4.074
H  2.571  -1.040  5.114
H  2.028  0.886  6.283
H  0.488  0.626  5.675
H  1.607  3.042  4.772
H  0.722  2.157  3.832
H  3.998  0.037  3.714
H  2.737  0.092  2.456
C  -0.350  1.000  -0.567
C  -1.040  1.566  0.764
C  -1.586  0.307  1.356
O  -0.951  -0.904  0.746
C  -0.081  -0.487  -0.349
H  0.544  1.542  -0.874
H  -1.009  1.121  -1.427
H  -1.816  2.291  0.521
H  -0.378  2.185  1.369
H  -2.639  0.263  1.079
H  -1.335  0.433  2.410
H  -0.344  -0.971  -1.289
H  0.966  -0.654  -0.094
C  -2.065  0.158  4.802
C  -2.182  0.016  6.336
O  -1.763  1.150  7.083
S  -2.161  2.494  6.063
O  -1.149  3.581  6.078
O  -3.563  2.929  6.218
O  -1.872  1.536  4.730
H  -3.003  -0.109  4.315
H  -1.170  -0.298  4.378
H  -1.516  -0.761  6.709
H  -3.201  -0.341  6.484
C  1.350  -3.774  -4.497
C  1.023  -3.363  -5.907
O  0.717  -2.008  -5.884
S  1.483  -1.220  -4.647
O  0.498  -0.312  -4.002
O  2.701  -0.614  -5.153
O  1.840  -2.578  -3.894
H  2.251  -4.385  -4.453
H  0.582  -4.220  -3.865
H  0.070  -3.781  -6.232
H  1.893  -3.570  -6.531
C  2.861  5.425  0.235
C  1.937  4.209  0.738
O  0.623  4.740  0.915
S  0.626  6.344  1.390
O  0.551  6.308  2.872
O  -0.516  7.051  0.692
O  2.235  6.560  0.850
H  2.949  5.427  -0.851
H  3.852  5.265  0.661
H  2.404  3.709  1.587
H  1.726  3.472  -0.037

Forces on atoms 1 to 6 (eV/Å):
-2.3 2.1 0.4
-0.9 -1.0 -2.3
-0.6 1.7 2.2
1.2 -1.8 0.7
1.2 -1.1 0.0
0.4 -0.3 -0.1

Net charge: +1
HOMO level (spin up / spin down): -11.1 / -11.1 eV
Gap between HOMO and LUMO (spin up / spin down): 8.43 / 2.16 eV
Multiplicity: 2

Mulliken population analysis, charges in e, atoms 1 to 4: -0.654, -0.629, -0.109, -0.211


no.,E (eV)
1,-127757.17743
2,-178887.09424
3,-107747.34191